[1]
{
  "formula": "C27H52N4O3SSi2Zn",
  "method": "wB97M-V/def2-TZVPD",
  "multiplicity": 1,
  "charge": 0,
  "symbols": ["H", "H", "C", "C", "H", "H", "C", "C", "C", "C", "H", "C", "C", "H", "H", "H", "S", "H", "C", "H", "H", "C", "H", "N", "C", "Si", "H", "Si", "C", "H", "H", "C", "H", "C", "N", "H", "H", "H", "H", "O", "N", "C", "C", "O", "H", "H", "H", "O", "H", "C", "N", "C", "H", "C", "H", "C", "H", "H", "H", "C", "H", "H", "H", "H", "Zn", "H", "C", "H", "H", "C", "C", "H", "H", "H", "H", "H", "H", "H", "H", "H", "H", "H", "H", "H", "H", "C", "H", "C", "H", "C"],
  "positions_angstrom": [[2.29675, -0.36264, -5.22443], [2.07982, -2.23686, -2.81949], [-6.54406, 1.77961, 1.52079], [-1.54590, 1.97552, 3.11393], [-2.69269, -1.45228, -0.78108], [3.82983, 3.17380, -5.58419], [-2.39422, -0.61089, -1.41353], [1.39482, -1.41750, 2.61377], [-6.53637, 1.81119, 0.13013], [-0.06700, -4.28892, -1.22018], [3.82830, -1.10406, 5.59797], [-2.04306, 2.53462, -1.44455], [-5.36360, 1.56999, -0.57596], [-0.88328, -2.19716, 0.50633], [-5.38747, 1.46707, 3.30297], [4.16746, 1.38820, 4.38351], [0.57975, 0.50342, -3.47721], [-0.38721, 3.01180, -5.09157], [-2.48193, 3.18689, -5.62970], [-3.10440, 3.85266, -6.23338], [4.64502, 0.89112, 2.74978], [0.91566, -2.08903, -0.66536], [-1.18971, 2.43967, -2.11417], [1.46441, -0.35503, -5.79132], [4.44702, 0.53756, 3.75605], [-2.31675, 0.98545, -0.37620], [-0.87691, 4.63464, -5.58274], [-2.43395, 0.76121, 1.96428], [0.19449, -2.22175, 0.68617], [-3.06580, -1.64441, 2.20903], [0.88106, -1.22508, 3.56013], [-4.20355, 1.24631, 1.51421], [3.38670, 2.70294, -7.93000], [-2.78458, 1.74295, -6.02984], [-0.72021, 0.39376, -5.81137], [-7.46343, 1.98049, 2.05828], [2.73214, 1.90767, -5.04400], [-0.42789, -4.71373, -2.15550], [-1.81304, 1.08794, -4.20937], [1.57944, -1.10990, -0.96018], [3.36647, -0.43436, 3.69250], [1.85719, 1.21864, -7.72811], [2.93125, 2.61449, -5.84754], [2.90188, 0.13649, 1.55626], [-3.05600, -0.84242, 3.77783], [0.77119, -3.12594, -3.62005], [2.10631, -4.01920, -2.84782], [0.45090, -1.17079, 1.59288], [-0.93180, -4.01510, -0.61873], [-5.37735, 1.49373, 2.21773], [0.74966, -3.13019, -1.51778], [-2.52102, -0.93005, 2.82987], [-2.77011, 3.32811, -4.58548], [-4.18332, 1.28785, 0.10458], [-7.45339, 2.03113, -0.40453], [0.40880, 0.17478, -5.10862], [-1.44467, -0.85352, -1.89327], [0.84116, -0.68597, -7.75591], [0.97721, 1.80743, -7.45436], [2.62606, -0.50323, 2.55166], [-2.57392, 1.59581, -7.09550], [-3.14833, -0.50143, -2.19566], [-0.46352, 1.88683, 2.98663], [-5.38212, 1.60728, -1.66185], [0.72411, 1.09532, -0.29171], [-3.85220, 1.55938, -5.88935], [3.11187, 1.93307, -7.20528], [1.89951, 1.17119, -8.81965], [-2.59535, -0.20862, -5.11372], [2.95319, -1.01049, 4.95720], [1.46844, -3.13361, -2.77974], [-1.86615, 3.39958, -0.80191], [2.21865, -0.38150, 5.47183], [-2.94857, 2.73343, -2.02626], [1.71681, -2.46439, 2.59838], [2.53283, -2.00555, 4.82165], [0.49789, -5.06415, -0.69070], [5.34638, 0.07203, 4.16179], [-1.53037, -1.34004, 3.03693], [0.45240, -3.17983, 1.15070], [2.56903, -0.80310, -7.46527], [-0.74218, 0.08794, -6.77171], [-1.78560, 1.78981, 4.16285], [-1.82548, 3.00214, 2.87584], [2.09508, 3.31488, -5.88530], [-1.01340, 3.57239, -5.78822], [3.94638, 1.22531, -7.16086], [-2.00733, 0.70992, -5.21180], [-0.66939, 3.37806, -6.80735], [1.67881, -0.22017, -7.22615]],
  "atomic_forces_ev_per_a": [[-0.003, -0.010, 0.068], [-0.027, -0.005, -0.068], [0.046, -0.015, 0.158], [0.053, -0.205, -0.245], [-0.080, 0.039, 0.011], [-0.020, 0.019, 0.031], [0.477, 0.067, 0.180], [-0.271, 0.103, -0.026], [0.067, -0.008, -0.151], [0.060, -0.016, 0.130], [0.003, -0.026, 0.000], [0.380, -0.144, 0.153], [-0.163, 0.021, -0.084], [-0.008, -0.096, -0.035], [-0.045, 0.009, -0.007], [0.012, -0.003, 0.017], [0.025, -0.034, -0.131], [0.061, 0.002, -0.041], [0.141, -0.053, -0.166], [-0.016, 0.023, 0.053], [0.024, 0.034, 0.014], [0.000, 0.008, 0.033], [0.030, 0.006, -0.032], [0.133, 0.159, -0.185], [-0.050, -0.068, -0.096], [-1.434, 0.102, -0.648], [0.053, -0.001, 0.007], [-0.273, 0.183, 0.563], [0.032, 0.248, 0.222], [-0.016, -0.018, -0.001], [-0.003, -0.119, 0.015], [0.264, -0.004, -0.003], [0.071, -0.061, -0.032], [0.043, 0.046, 0.161], [0.144, -0.116, 0.000], [-0.002, -0.007, -0.010], [-0.052, 0.008, 0.063], [-0.033, 0.025, -0.002], [0.008, -0.058, 0.039], [0.079, -0.155, 0.371], [0.172, -0.003, 0.139], [0.174, -0.088, 0.135], [0.085, -0.086, -0.127], [-0.121, -0.153, -0.010], [-0.054, 0.116, -0.016], [-0.004, 0.002, 0.008], [-0.030, -0.008, 0.000], [0.542, -0.051, -0.283], [-0.023, -0.060, -0.061], [-0.173, 0.026, 0.006], [-0.036, -0.032, -0.031], [0.321, 0.032, -0.288], [-0.077, 0.023, 0.015], [0.440, -0.164, 0.331], [0.001, 0.003, 0.006], [-0.076, -0.039, 0.070], [0.032, -0.016, -0.055], [0.097, -0.085, -0.037], [-0.029, -0.003, -0.096], [-0.171, 0.267, -0.316], [-0.055, 0.008, -0.018], [-0.030, 0.084, 0.003], [0.008, 0.017, 0.022], [-0.005, 0.012, 0.002], [0.212, 0.185, 0.224], [0.002, -0.033, -0.043], [-0.171, 0.069, 0.079], [-0.065, 0.002, -0.001], [0.071, -0.010, 0.040], [-0.062, -0.049, -0.061], [0.045, 0.053, 0.025], [-0.002, 0.002, 0.026], [0.009, -0.023, 0.032], [-0.054, -0.114, 0.055], [0.053, 0.010, 0.107], [0.028, 0.011, 0.052], [-0.021, -0.013, -0.025], [-0.022, 0.000, 0.039], [-0.048, 0.013, -0.002], [-0.105, -0.061, -0.107], [-0.047, -0.053, -0.027], [-0.001, 0.011, 0.020], [-0.044, -0.037, 0.000], [0.015, 0.018, -0.039], [-0.005, 0.013, 0.038], [-0.140, 0.014, 0.051], [0.024, 0.017, -0.061], [-0.190, 0.079, -0.116], [0.039, 0.005, 0.006], [-0.216, 0.209, -0.038]],
  "mulliken_charge": [0.4274, 0.2451, -0.5123, -1.2264, 0.3843, 0.4046, -0.8455, -0.7845, -0.6066, -1.0071, 0.3028, -1.0268, -0.6142, 0.1123, 0.4170, 0.3597, -0.2098, 0.0385, -0.3281, 0.3975, 0.3190, 0.9450, 0.1853, -0.0056, -1.0897, 0.4162, 0.4809, 0.6237, -1.3269, 0.2955, 0.4806, 0.3490, 0.3531, -0.9361, 0.1023, 0.3855, 0.1698, 0.3634, -0.3784, -0.5062, 0.1040, 0.3204, -0.8564, -0.6180, 0.5127, 0.3244, 0.4215, -0.0179, 0.3407, -0.8108, 0.2732, -0.9774, 0.0839, -0.0392, 0.3889, -0.4716, 0.0664, 0.3444, -0.3421, 0.5504, 0.3556, 0.5299, 0.3160, 0.4120, -0.0242, 0.3807, -0.5495, 0.4006, 0.2916, -0.9431, -1.1049, 0.3942, 0.3123, 0.2968, 0.4552, 0.3504, 0.2879, 0.3281, 0.0415, 0.5832, 0.4771, 0.2586, 0.3551, 0.3597, 0.1496, -0.7977, 0.2693, 0.1122, 0.2223, -1.2720]
}

***

[2]
{
  "formula": "C27H52NO13PS6",
  "method": "wB97M-V/def2-TZVPD",
  "smiles": "CC(=O)N(C)[C@@H]1C[C@H]([PH2]=S)OC1=O.O=S1(=O)CCCC1.O=S1(=O)CCCC1.O=S1(=O)CCCC1.O=S1(=O)CCCC1.O=S1(=O)CCCC1",
  "multiplicity": 1,
  "charge": 0,
  "symbols": ["H", "H", "C", "H", "C", "H", "C", "C", "H", "C", "C", "H", "S", "O", "O", "O", "S", "C", "C", "C", "H", "H", "C", "C", "H", "H", "H", "H", "O", "H", "H", "H", "O", "H", "H", "O", "O", "S", "O", "C", "C", "P", "H", "H", "C", "O", "H", "H", "O", "C", "H", "O", "C", "H", "C", "H", "C", "H", "H", "C", "C", "H", "N", "C", "H", "H", "H", "H", "H", "H", "H", "H", "O", "H", "H", "H", "H", "H", "S", "O", "H", "H", "C", "H", "H", "H", "S", "C", "S", "H", "H", "H", "C", "C", "H", "H", "H", "C", "C", "H"],
  "positions_angstrom": [[-5.23474, -3.21200, -5.24004], [1.43153, 8.55289, 1.34418], [-2.80243, -3.21074, -6.93945], [-7.40994, -1.81400, 0.78669], [1.91558, -5.60275, 3.26764], [2.11396, 5.60022, 1.62216], [5.97127, 2.73323, -1.26619], [1.47253, 6.39157, 1.24080], [0.22132, -6.37768, 6.06430], [2.18245, 2.47961, -0.95438], [1.34243, 2.29719, 0.26206], [-2.26045, -3.04383, -7.86910], [-0.23507, 5.90010, 1.55286], [-0.24100, 4.67620, 2.31581], [0.02911, -7.43161, 2.84868], [1.82173, 3.01385, -1.95891], [-5.16268, -1.13101, 0.46894], [2.58951, -5.33111, 4.60702], [1.67618, 7.70989, 1.99392], [2.32280, -6.57039, 5.47302], [-7.48726, -0.19286, -1.06670], [3.39375, -0.07685, -1.36634], [6.50840, 4.14653, -1.04834], [-4.69929, -0.52710, -1.15777], [1.07542, 6.98881, 3.94829], [-2.19572, -2.09732, 0.21116], [-0.81201, -3.08013, -0.35469], [4.75530, 0.75535, -2.12432], [-3.26667, -4.10031, -3.79358], [-0.13128, -3.49317, 1.98611], [0.62278, -7.97460, 5.38576], [1.43266, 3.22007, 0.84499], [-0.81997, 0.11988, -0.22300], [-2.23767, -1.42409, 2.77158], [0.29765, 2.20039, -0.04683], [-1.00867, 6.00419, 0.34326], [1.20021, -1.30304, 0.13442], [-0.16579, -0.96266, 0.47373], [-0.62676, -5.25825, 3.88052], [-1.18347, -2.42603, 0.43140], [4.60031, 3.94529, 0.16411], [8.32112, 4.32547, -0.99117], [6.27567, 2.11294, -0.41367], [-1.87558, -3.72564, 2.02712], [-5.78277, -1.03172, -2.11253], [-4.22047, -2.13277, 0.90932], [-5.49163, -2.00490, -2.51426], [-3.70823, -0.90292, -1.39982], [5.81175, 4.59027, 0.13405], [-4.02459, -2.29128, -6.81690], [2.58970, -6.39977, 6.51498], [3.85011, 4.07115, 1.07143], [3.71024, 0.85942, -1.83503], [4.17566, 3.74110, -1.89847], [-0.26369, -0.70312, 2.25445], [8.52111, 5.46569, -0.19970], [-1.20942, -1.78923, 2.78077], [2.92642, -7.40482, 5.11090], [-1.43303, -1.94020, -5.81407], [-6.69783, -1.91109, -0.02927], [-7.08377, -1.17800, -1.31041], [1.59753, 6.48178, 0.16414], [3.56127, 1.96296, -0.86251], [-1.09229, -2.99448, 1.84071], [-0.95897, -2.06010, 3.80590], [-6.47726, -2.96225, -0.21516], [3.65530, -5.14524, 4.48198], [2.14732, -4.44665, 5.07074], [-1.09833, 8.03547, 2.05480], [-1.32323, 6.89165, 3.40909], [8.75364, 3.27358, -0.16868], [-4.95390, -1.46854, -4.99712], [-5.46391, -0.01496, 1.32902], [2.45262, -6.35026, 2.68396], [6.21575, 4.79198, -1.88989], [3.11172, 1.02687, -2.73725], [-3.11606, -4.25654, -6.91671], [1.73543, -4.71682, 2.66245], [-3.08302, -2.79089, -4.36637], [-2.75395, -1.67578, -3.51531], [0.74760, -0.80960, 2.64392], [-4.67152, 0.55906, -1.09109], [-1.92722, -2.90806, -5.72971], [-5.90181, -0.34650, -2.95158], [6.27566, 2.30233, -2.21862], [2.71560, 7.82043, 2.30020], [9.10454, 4.34851, -2.76516], [0.83476, -6.90938, 5.33937], [0.33344, -6.32036, 3.71116], [-4.80837, -2.56547, -7.52156], [-3.73184, -1.26223, -7.03352], [0.66024, 8.68089, 3.67099], [0.72491, 7.70136, 3.19860], [4.48534, 3.05889, -1.08199], [-7.84618, -1.72530, -1.86366], [1.68644, 1.45676, 0.86364], [-1.20102, -3.68134, -5.49028], [-4.52801, -2.39480, -5.37393], [-0.62862, 7.25771, 2.65674], [-0.62042, 0.31099, 2.42120]],
  "atomic_forces_ev_per_a": [[0.034, -0.022, 0.028], [-0.015, -0.006, 0.003], [-0.024, -0.018, 0.015], [0.034, 0.016, 0.026], [0.073, 0.026, 0.011], [-0.045, -0.046, 0.003], [-0.107, 0.269, 0.090], [0.024, 0.072, 0.029], [-0.015, 0.029, -0.037], [0.294, -0.470, 0.668], [-0.350, 0.259, -0.180], [-0.009, -0.002, -0.002], [0.076, 0.082, -0.050], [0.005, -0.011, -0.011], [-0.004, 0.001, -0.006], [-0.234, 0.435, -0.493], [0.042, 0.064, -0.038], [-0.019, 0.000, 0.012], [-0.011, -0.004, -0.010], [-0.016, 0.005, -0.009], [-0.003, -0.007, 0.013], [-0.059, 0.145, -0.061], [-0.362, 0.075, -0.104], [0.023, 0.016, -0.078], [-0.008, -0.003, -0.003], [0.039, -0.044, -0.012], [0.028, 0.031, -0.018], [-0.077, -0.048, 0.069], [-0.016, -0.015, 0.031], [-0.056, 0.015, -0.015], [-0.028, 0.009, -0.005], [0.053, -0.202, 0.073], [0.005, -0.141, -0.084], [0.007, -0.012, -0.037], [0.241, -0.075, 0.186], [-0.045, -0.037, 0.021], [0.053, 0.030, -0.075], [-0.163, 0.012, 0.091], [0.009, -0.018, 0.080], [0.084, -0.099, -0.072], [0.429, -0.254, -0.390], [0.247, -0.117, -0.301], [0.155, -0.151, -0.300], [0.026, 0.008, -0.015], [-0.030, 0.011, -0.019], [-0.117, -0.047, 0.144], [0.010, -0.010, 0.034], [0.015, 0.035, 0.007], [0.164, -0.005, -0.171], [-0.001, -0.010, 0.015], [0.009, -0.009, -0.004], [-0.427, 0.246, 0.371], [-0.069, -0.098, 0.126], [-0.018, -0.244, -0.039], [-0.082, 0.007, 0.088], [-0.045, -0.019, 0.132], [0.001, 0.009, 0.036], [-0.007, 0.006, -0.016], [-0.002, -0.001, 0.011], [-0.058, -0.022, -0.080], [0.043, 0.016, 0.042], [-0.017, -0.053, -0.002], [0.252, 0.061, -0.107], [0.020, 0.073, -0.062], [-0.017, 0.002, 0.002], [0.012, 0.003, 0.004], [-0.003, 0.002, 0.011], [-0.001, 0.002, -0.008], [-0.007, -0.014, -0.008], [-0.010, -0.031, -0.027], [-0.059, 0.075, 0.208], [-0.003, -0.019, 0.028], [-0.024, -0.011, 0.025], [-0.007, -0.003, 0.004], [0.075, -0.089, 0.060], [0.134, 0.025, 0.006], [0.010, -0.001, 0.003], [-0.036, -0.023, -0.008], [-0.079, 0.019, -0.085], [0.010, -0.020, 0.022], [0.023, -0.009, -0.056], [-0.024, -0.007, 0.047], [0.080, 0.007, -0.036], [0.003, -0.012, -0.005], [-0.098, 0.053, 0.074], [-0.003, 0.009, -0.004], [-0.065, -0.017, 0.160], [0.076, -0.042, 0.060], [-0.004, -0.029, -0.013], [0.005, 0.013, -0.005], [0.016, -0.005, 0.013], [0.010, -0.005, 0.004], [0.011, -0.019, -0.008], [0.041, 0.168, 0.057], [0.005, 0.006, -0.008], [-0.043, 0.088, -0.068], [-0.007, 0.011, 0.046], [-0.023, 0.054, -0.098], [0.021, 0.063, 0.062], [0.024, 0.011, -0.009]],
  "mulliken_charge": [0.4076, 0.3304, -0.5975, 0.4556, -0.5358, 0.0721, -0.8834, -0.2998, 0.3561, 0.6232, -0.4589, 0.3635, 1.1666, -0.6163, -0.7047, -0.5785, 1.2089, -0.6233, -0.8087, -0.6234, 0.3426, 0.1825, 0.0248, -0.1755, 0.2940, -0.5390, 0.5471, 0.4021, -0.7169, -0.3978, 0.3416, -0.2215, -0.6351, 0.2458, 0.2767, -0.7012, -0.7010, 1.2252, -0.5905, 0.0631, 0.3122, 0.1356, 0.3750, 0.6005, -0.2588, -0.6332, -0.0105, -0.0450, -0.3439, -0.7695, 0.3330, -0.5248, -0.9228, 0.2603, -0.7326, 0.0844, -0.8163, 0.3011, 0.3600, -0.8756, -0.7947, 0.4884, 0.0713, -0.0641, 0.3989, 0.3454, 0.3613, 0.3010, 0.3330, 0.4054, 0.0814, 0.1597, -0.6988, 0.3534, 0.2907, 0.3357, 0.2863, 0.2405, 1.1478, -0.6065, 0.3892, 0.3939, -0.7154, 0.3377, 0.5479, 0.3390, -0.3879, -0.6751, 1.1882, 0.3541, 0.3061, 0.3597, -0.5878, 0.1121, 0.3643, 0.1436, 0.4053, -0.3752, -0.7369, 0.4509]
}

***

In order of appearance, E_HOMO = -6.0 -9.0 eV.
In order of appearance, E_tot = -115954.283 -131248.671 eV.
In order of appearance, energy above the lowest of the compared OMol25 structures with the same formula, charge and spin = 1.5049 0.0000 eV.